Density functional theory data (ωB97M-V/def2-TZVPD) for C36H82CuN7O22 as an isolated structure in a non-equilibrium geometry.

Calculated values
Frontier orbital gap (alpha / beta): 5.645 / 5.214 eV
HOMO energy (alpha / beta): -4.33 / -4.31 eV
M: 1028.625 g mol⁻¹
Charge: -1
Max |F|: 6.79 eV/Å
LUMO (alpha / beta): 1.31 / 0.90 eV
Energy: -138759.4642 eV
Spin multiplicity: 2

Element x y z (Å)
Cu -0.38 7.19 3.99
C -2.77 10.32 10.52
C -3.51 8.92 10.58
N -2.53 7.86 10.80
C -1.97 7.51 11.96
C -1.06 6.48 11.81
N -1.04 6.21 10.43
C -2.00 7.02 9.84
C -0.19 5.19 9.79
H -3.39 11.20 10.72
H -2.31 10.55 9.56
H -1.99 10.48 11.26
H -3.92 8.64 9.61
H -4.29 8.87 11.34
H -2.26 7.98 12.89
H -0.45 5.92 12.50
H -2.18 7.18 8.78
H 0.41 5.70 9.04
H -0.85 4.51 9.25
H 0.46 4.73 10.54
N 1.41 5.03 1.94
O 2.58 5.21 2.18
O 0.58 5.42 2.72
O 1.06 4.65 0.90
N -2.57 8.95 6.08
O -2.99 8.01 6.69
O -2.79 10.10 6.46
O -1.94 8.80 5.04
C 2.37 7.18 7.35
C 1.52 7.37 6.15
C 1.87 8.55 5.16
O 0.95 8.71 4.33
C 3.17 9.22 5.31
C 3.92 8.93 6.40
C 3.46 7.97 7.48
O 4.05 7.86 8.61
O 5.03 9.66 6.52
O 0.51 6.68 5.86
H 2.11 6.50 8.14
H 3.48 9.90 4.53
C -4.65 5.51 7.29
O -5.10 4.23 7.17
C -4.15 3.23 7.67
C -5.00 1.95 7.79
N -5.00 1.14 6.50
C -5.51 1.88 5.32
C -5.52 1.09 4.01
O -4.22 0.76 3.59
C -4.25 -0.14 2.52
H -3.73 5.72 6.74
H -4.66 5.83 8.33
H -5.29 6.23 6.77
H -3.60 3.53 8.56
H -3.36 3.02 6.95
H -6.02 2.05 8.18
H -4.49 1.34 8.53
H -5.73 0.45 6.47
H -4.81 2.67 5.06
H -6.53 2.23 5.44
H -5.97 1.65 3.19
H -6.17 0.23 4.11
H -4.66 -1.06 2.93
H -3.24 -0.37 2.19
H -4.86 0.28 1.72
C -0.68 3.92 5.66
O -1.51 4.96 5.24
C -2.53 4.63 4.27
C -2.97 5.93 3.57
N -1.98 6.57 2.72
C -2.60 7.71 1.94
C -1.52 8.53 1.24
O -0.31 8.49 2.02
C 0.86 8.76 1.26
H 0.04 3.71 4.87
H -1.29 3.04 5.87
H -0.05 4.08 6.53
H -3.34 4.18 4.84
H -2.21 3.90 3.53
H -3.24 6.61 4.38
H -3.81 5.75 2.90
H -1.87 5.89 1.98
H -3.05 8.38 2.66
H -3.35 7.37 1.22
H -1.83 9.55 1.00
H -1.30 8.03 0.30
H 0.97 9.77 0.86
H 0.91 8.12 0.38
H 1.66 8.57 1.98
C 3.53 9.40 -1.39
O 2.53 10.35 -1.68
C 2.95 11.61 -1.89
C 3.40 12.46 -0.64
N 2.26 12.72 0.23
C 2.70 13.19 1.59
C 1.44 13.24 2.51
O 0.78 11.93 2.55
C -0.44 11.71 3.35
H 3.94 9.39 -0.38
H 4.36 9.51 -2.07
H 3.07 8.42 -1.31
H 2.09 12.09 -2.34
H 3.72 11.69 -2.65
H 3.93 13.37 -0.91
H 4.18 11.84 -0.19
H 1.56 12.00 0.30
H 3.18 14.17 1.52
H 3.47 12.50 1.92
H 0.72 14.01 2.24
H 1.76 13.52 3.52
H -0.45 11.87 4.43
H -0.80 10.70 3.19
H -1.11 12.51 3.03
C 0.72 10.01 9.04
O 1.28 9.23 10.05
H 1.29 10.15 8.12
H -0.22 9.51 8.82
H 0.55 11.00 9.46
H 1.48 8.40 9.62
C -7.76 8.69 6.49
O -8.18 8.10 7.64
H -6.74 9.07 6.47
H -7.93 7.99 5.67
H -8.49 9.50 6.56
H -7.59 8.33 8.36
C -5.07 12.04 7.37
O -4.50 11.10 8.19
H -5.35 12.95 7.91
H -4.36 12.48 6.67
H -5.91 11.53 6.92
H -3.91 10.71 7.55
C -6.84 9.93 10.29
O -6.25 9.30 9.28
H -7.03 9.21 11.08
H -6.23 10.63 10.86
H -7.76 10.45 10.00
H -5.78 10.03 8.89
C -5.59 10.65 3.14
O -7.00 10.85 2.99
H -5.06 10.98 2.25
H -5.25 11.33 3.92
H -5.40 9.62 3.46
H -7.41 10.02 2.76
C -0.28 14.99 6.11
O 1.06 15.62 5.83
H -0.45 14.20 5.38
H -0.49 14.59 7.11
H -1.07 15.70 5.89
H 1.09 15.89 4.91